## w
DFT (ωB97M-V/def2-TZVPD) results for a gas-phase ion, C2H2BrClNO2 (charge -1).

For the HOMO-LUMO gap, the calculation gives 7.64 eV. As for the structure (SMILES): O=C([O-])N(Cl)CBr. The net charge is -1.

Atoms and positions in Å:
O -0.686 1.128 1.301
C -1.303 0.275 0.723
O -2.462 0.001 0.597
N -0.391 -0.625 -0.111
Cl -1.215 -1.101 -1.524
C 1.193 0.096 -0.215
Br 2.557 -1.138 0.054
H 1.091 0.909 0.448
H 1.215 0.456 -1.273



## x
DFT (ωB97M-V/def2-TZVPD) results for a molecular structure, C2H2BrClNO2.

For the HOMO-LUMO gap, the calculation gives 7.40 eV. The net charge is -1.

Atoms and positions in Å:
C -1.505 -0.053 0.651
C 1.266 0.231 0.022
N -0.439 -0.498 -0.252
O -1.245 -0.206 1.817
O -2.444 0.375 0.018
Cl -0.941 -0.600 -1.907
Br 2.512 -0.387 -1.182
H 1.520 -0.118 0.950
H 1.275 1.256 -0.118



Most stable pick: w. Distance to second place: 19.4 kcal/mol.



## w
DFT (ωB97M-V/def2-TZVPD) results for a single C4H4ClISi molecule.

For the HOMO-LUMO gap, the calculation gives 8.41 eV. As for the structure (SMILES): ClC1=CC=C(I)[SiH2]1.

Atoms and positions in Å:
Cl 2.970 0.286 0.177
C 1.264 0.054 0.055
C 0.711 -1.168 0.050
C -0.738 -1.242 0.022
C -1.394 -0.080 0.012
I -3.482 0.075 0.044
Si -0.004 1.461 -0.021
H 1.280 -2.083 0.082
H -1.220 -2.212 0.025
H -0.059 2.279 1.181
H -0.045 2.159 -1.304



## x
DFT (ωB97M-V/def2-TZVPD) results for a single C4H4ClISi molecule.

For the HOMO-LUMO gap, the calculation gives 7.99 eV.

Atoms and positions in Å:
C -0.975 -0.576 0.625
C -0.895 -0.880 -0.791
C -0.101 0.236 1.246
C 0.080 -0.335 -1.511
Si 1.318 1.068 0.352
Cl -0.283 0.548 2.956
I 0.444 -0.532 -3.551
H -1.782 -1.033 1.184
H -1.658 -1.545 -1.192
H 1.195 2.490 0.076
H 2.657 0.558 0.606



Most stable pick: w. Distance to second place: 41.7 kcal/mol.



## w
DFT (ωB97M-V/def2-TZVPD) results for 9 unconnected molecules or ions with the total composition H20NO8.

For the HOMO-LUMO gap, the calculation gives 11.48 eV. The net charge is +1.

Atoms and positions in Å:
N -0.238 0.577 0.010
H -0.711 -0.227 -0.077
H -1.009 1.190 -0.103
H 0.584 0.822 -0.545
H -0.147 0.633 0.939
O 0.324 -2.908 -0.008
H 0.000 -3.655 -0.363
H 1.193 -2.517 -0.449
O -1.339 1.150 -2.732
H -1.448 2.148 -2.796
H -2.119 0.812 -2.690
O 1.774 2.475 -1.514
H 2.735 2.064 -1.609
H 1.664 2.315 -2.442
O -1.652 -2.498 -1.975
H -0.898 -2.567 -1.491
H -1.305 -2.733 -2.903
O 2.711 -0.156 -0.147
H 3.405 -0.154 0.546
H 2.682 -1.162 -0.186
O -1.066 2.621 2.145
H -0.300 3.343 2.436
H -1.711 3.174 1.609
O 1.659 0.238 2.782
H 1.722 -0.807 2.948
H 1.240 0.660 3.633
O -2.498 -1.297 1.425
H -2.414 -2.186 1.204
H -2.838 -1.357 2.352



## x
DFT (ωB97M-V/def2-TZVPD) results for 9 unconnected molecules or ions with the total composition H20NO8.

For the HOMO-LUMO gap, the calculation gives 11.30 eV. The net charge is +1.

Atoms and positions in Å:
N -0.584 -0.061 -0.177
H 0.165 0.233 0.525
H -0.598 -1.034 -0.252
H -0.292 0.241 -1.175
H -1.497 0.264 0.125
O 1.013 1.591 -3.181
H 1.588 0.887 -3.542
H 1.638 2.400 -2.889
O 0.571 -1.667 -2.772
H 1.000 -1.868 -1.945
H 1.311 -1.635 -3.474
O -3.038 0.182 2.527
H -2.968 -0.759 2.258
H -3.855 0.579 2.213
O 0.277 -1.527 2.240
H 0.771 -2.210 2.853
H -0.550 -1.668 2.585
O 0.870 -3.065 -0.235
H 1.152 -3.692 -0.931
H 1.428 -2.908 0.519
O -2.213 2.314 -1.365
H -3.084 2.591 -1.339
H -1.889 2.257 -2.163
O 3.133 0.779 0.736
H 2.835 0.725 1.655
H 3.055 0.006 0.277
O -0.219 2.351 1.885
H -0.548 1.926 2.756
H 0.527 2.770 2.290



Most stable pick: x. Distance to second place: 26.9 kcal/mol.